Record 1
C4H10N5 | ωB97M-V/def2-TZVPD

```
19
Properties=species:S:1:pos:R:3:lowdin_charge:R:1
C -1.507 -1.284 0.162 0.12
C -0.251 -1.888 0.037 -0.12
C -1.456 0.203 0.019 -0.34
C 1.048 0.275 0.100 -0.60
N 0.877 -1.195 0.193 0.14
N -0.301 0.908 -0.022 0.14
N -2.622 0.811 0.037 0.16
N 1.683 0.726 1.274 0.08
N 1.762 0.681 -1.132 0.12
H -2.459 -1.728 -0.155 0.14
H -0.141 -2.895 0.034 0.09
H 1.730 -1.648 0.316 0.13
H -0.304 1.963 -0.205 0.20
H -3.499 0.275 0.040 0.14
H -2.562 1.870 -0.106 0.17
H 1.758 1.790 1.241 0.13
H 2.709 0.317 1.316 0.15
H 1.111 0.924 -1.823 0.06
H 2.424 -0.105 -1.327 0.11
```

Computed properties:
calculated total energy: -431.83156 hartree
⟨S²⟩: 2.006
HOMO (spin up / spin down): -0.350 / -0.501 Eh
multiplicity: 3
charge: +1
energy relative to the best compared isomer or geometry (same formula, charge and spin): 0.0 kJ/mol
LUMO (spin up / spin down): -2.907 / -6.481 eV

Record 2
C10H26KNO4 | ωB97M-V/def2-TZVPD

```
42
Properties=species:S:1:pos:R:3:lowdin_charge:R:1
K -18.581 8.813 12.852 0.95
C -18.070 12.483 12.804 -0.11
C -18.014 11.235 11.936 -0.52
O -19.183 10.524 11.623 -0.48
H -18.540 12.318 13.774 0.03
H -18.605 13.270 12.274 0.07
H -17.060 12.814 13.047 0.07
H -17.367 10.528 12.455 0.02
H -17.444 11.489 11.042 0.09
C -18.178 10.974 15.744 -0.09
O -18.459 9.704 15.202 -0.36
C -19.294 8.934 16.070 -0.17
C -19.483 7.498 15.491 -0.18
N -20.126 7.578 14.183 -0.17
C -20.406 6.308 13.562 -0.19
C -20.943 6.512 12.117 -0.19
O -19.857 6.941 11.288 -0.25
C -20.077 6.718 9.843 -0.04
H -19.091 11.529 15.957 0.10
H -17.611 11.639 15.092 0.07
H -17.620 10.981 16.680 0.10
H -20.314 9.312 16.135 0.13
H -18.918 8.947 17.093 0.13
H -20.230 7.118 16.188 0.12
H -18.627 6.824 15.526 0.13
H -20.957 8.149 14.246 0.13
H -21.137 5.797 14.189 0.12
H -19.542 5.647 13.503 0.13
H -21.807 7.176 12.097 0.13
H -21.233 5.536 11.728 0.12
H -19.901 5.657 9.663 0.08
H -19.302 7.186 9.236 0.09
H -21.083 6.992 9.525 0.09
C -15.086 8.651 14.619 -0.03
C -16.627 8.641 14.352 -0.36
O -16.830 7.752 13.294 -0.23
H -14.755 7.630 14.810 0.07
H -14.819 9.263 15.481 0.07
H -14.532 8.887 13.711 0.08
H -16.941 9.644 14.062 0.06
H -17.258 8.331 15.185 0.10
H -16.407 6.914 13.496 0.11
```

Computed properties:
calculated total energy: -1352.04608 hartree
HOMO: -0.225 Eh
energy relative to the best compared isomer or geometry (same formula, charge and spin): 421.3 kJ/mol
LUMO: -0.018 eV